[1]
Below is C41H52GeN5O6PdS2Si as an isolated structure, with properties calculated with ωB97M-V/def2-TZVPD.

Computed properties:
HOMO level (spin up / spin down)	-1.77 / -3.41	eV
E_tot	-5609.7557	hartree
ΔE to the lowest compared entry with this formula, charge and spin	1.1	kcal/mol
⟨S²⟩	0.757
spin multiplicity	2
net charge	-2
HOMO-LUMO gap (spin up / spin down)	5.65 / 7.10	eV

```
109
C41H52GeN5O6PdS2Si, DFT ωB97M-V/def2-TZVPD
Pd -1.30 0.53 0.13
C 0.53 -2.77 0.51
C 0.92 -2.67 1.98
C -0.31 -2.60 2.86
C 1.79 -3.86 2.37
O 1.75 -1.52 2.14
Si 1.50 -0.03 2.77
S -0.23 0.98 2.21
O 1.52 -0.27 4.41
C 1.26 0.61 5.49
C 1.66 2.05 5.14
C 2.10 0.11 6.66
C -0.22 0.54 5.84
O 2.89 0.79 2.46
C 3.69 0.85 1.28
C 2.86 0.64 0.02
C 4.31 2.24 1.27
C 4.77 -0.22 1.40
H -0.05 -3.67 0.32
H 1.43 -2.80 -0.11
H -0.06 -1.89 0.22
H -0.89 -3.53 2.77
H -0.95 -1.76 2.57
H -0.02 -2.47 3.91
H 1.24 -4.80 2.23
H 2.08 -3.78 3.42
H 2.69 -3.89 1.76
H 2.71 2.09 4.86
H 1.49 2.70 6.01
H 1.06 2.41 4.31
H 3.16 0.15 6.40
H 1.84 -0.93 6.88
H 1.93 0.71 7.55
H -0.82 0.87 4.99
H -0.45 1.17 6.70
H -0.50 -0.49 6.07
H 2.03 1.34 0.00
H 2.46 -0.37 -0.01
H 3.47 0.80 -0.87
H 3.53 3.00 1.19
H 4.99 2.36 0.42
H 4.87 2.41 2.19
H 4.30 -1.20 1.46
H 5.35 -0.06 2.31
H 5.44 -0.19 0.54
O -4.37 -8.52 -2.55
S -3.05 -7.93 -2.74
O -2.95 -7.03 -3.87
O -1.95 -8.85 -2.59
C -2.91 -6.85 -1.27
N -2.82 -7.47 -0.10
C -2.74 -6.70 0.97
C -2.77 -5.31 0.91
C -2.87 -4.76 -0.36
N -2.94 -5.53 -1.45
C -2.91 -3.29 -0.58
C -3.33 -2.42 0.41
C -3.37 -1.05 0.15
N -2.96 -0.52 -1.02
C -2.51 -1.37 -1.95
C -2.50 -2.75 -1.79
H -2.66 -7.20 1.93
H -2.69 -4.71 1.80
H -3.68 -2.78 1.37
H -3.78 -0.35 0.87
H -2.15 -0.91 -2.86
H -2.18 -3.41 -2.59
C 0.69 3.51 -0.81
Ge -0.32 1.96 -1.57
C -1.67 2.81 -2.76
C -2.49 3.83 -2.27
C -3.50 4.38 -3.04
C -3.73 3.92 -4.33
C -2.93 2.90 -4.83
C -1.92 2.36 -4.05
C 0.90 1.05 -2.87
C 1.04 -0.31 -2.73
C 1.90 -1.06 -3.56
C 2.65 -0.44 -4.52
C 2.54 0.96 -4.71
C 3.30 1.62 -5.71
C 3.18 2.97 -5.90
C 2.29 3.72 -5.10
C 1.56 3.10 -4.12
C 1.66 1.70 -3.89
H 1.62 3.72 -1.34
H 0.93 3.29 0.23
H 0.06 4.40 -0.84
H -2.35 4.19 -1.25
H -4.13 5.17 -2.63
H -4.52 4.35 -4.94
H -3.10 2.53 -5.84
H -1.30 1.56 -4.47
H 0.47 -0.82 -1.96
H 1.97 -2.13 -3.42
H 3.32 -1.01 -5.15
H 3.97 1.03 -6.33
H 3.76 3.46 -6.67
H 2.19 4.78 -5.26
H 0.87 3.68 -3.52
N -2.09 3.58 1.47
C -2.17 4.92 1.32
C -3.47 5.19 0.96
C -4.09 3.93 0.91
N -3.24 2.96 1.22
H -1.27 3.02 1.70
H -1.31 5.55 1.46
H -3.90 6.15 0.74
H -5.11 3.68 0.65
```

Mulliken atomic charge list, values in e, 99 entries: 0.547 -1.077 1.764 -1.447 -2.124 -0.002 0.826 -0.772 -0.739 1.837 -1.507 -1.780 -1.524 0.111 2.342 -0.861 -2.086 -1.940 0.583 0.336 -0.259 0.391 0.093 0.366 0.373 0.427 0.394 0.282 0.540 0.147 0.368 0.323 0.398 0.160 0.464 0.320 -0.775 -0.075 0.827 0.339 0.418 0.413 0.167 0.378 0.436 -0.705 1.206 -0.680 -0.699 0.020 -0.514 -0.627 -0.193 0.237 -0.408 1.017 -0.256 -0.475 -0.772 -0.672 -0.399 0.416 0.256 0.449 0.701 0.381 0.605 -1.690 1.419 -0.114 0.066 -0.585 -0.471 -0.678 0.035 0.469 -0.156 -1.037 -1.101 0.954 -0.832 -0.522 -1.116 -0.309 0.760 0.554 0.283 0.592 -0.153 0.404 0.348 0.380 0.307 -0.009 0.487 0.314 0.373 0.372 0.404

=====

[2]
Below is C41H53AuBrN8O6 as an isolated structure, with properties calculated with ωB97M-V/def2-TZVPD.

Computed properties:
HOMO level	-9.77	eV
E_tot	-5193.1703	hartree
ΔE to the lowest compared entry with this formula, charge and spin	6.3	kcal/mol
net charge	+1
HOMO-LUMO gap	7.23	eV

```
110
C41H53AuBrN8O6, DFT ωB97M-V/def2-TZVPD
Au 0.45 0.31 -0.13
C -3.09 -4.37 1.08
N -2.86 -2.94 0.90
C -4.05 -2.12 0.86
C -1.64 -2.45 0.55
N -1.42 -1.45 -0.27
C -2.22 -1.28 -1.40
C -2.65 -2.38 -2.11
C -3.41 -2.28 -3.28
C -3.72 -1.05 -3.78
C -3.26 0.12 -3.13
C -3.56 1.37 -3.74
C -3.10 2.53 -3.21
C -2.32 2.49 -2.04
C -2.03 1.32 -1.39
N -1.22 1.46 -0.22
C -1.59 2.31 0.74
N -2.89 2.61 0.97
C -3.30 3.95 1.36
C -3.98 1.71 0.64
N -0.69 2.92 1.52
C 0.68 3.21 1.11
C -0.94 3.13 2.94
C -2.50 0.05 -1.93
N -0.59 -3.05 1.18
C -0.66 -3.48 2.56
C 0.73 -3.11 0.59
H -3.88 -4.70 0.40
H -3.39 -4.61 2.10
H -2.18 -4.92 0.84
H -4.75 -2.49 1.61
H -4.55 -2.13 -0.12
H -3.77 -1.11 1.13
H -2.38 -3.36 -1.73
H -3.73 -3.18 -3.79
H -4.30 -0.94 -4.69
H -4.16 1.37 -4.64
H -3.32 3.48 -3.68
H -1.91 3.41 -1.63
H -2.46 4.64 1.28
H -3.67 3.97 2.39
H -4.09 4.28 0.70
H -3.58 0.72 0.52
H -4.49 2.02 -0.28
H -4.69 1.71 1.47
H 0.74 3.23 0.02
H 1.39 2.47 1.49
H 0.94 4.20 1.49
H -1.85 2.61 3.24
H -1.02 4.19 3.18
H -0.11 2.71 3.51
H -1.65 -3.28 2.97
H 0.07 -2.92 3.15
H -0.44 -4.55 2.66
H 0.69 -2.77 -0.44
H 1.09 -4.14 0.60
H 1.44 -2.48 1.12
Br 3.93 -2.71 -1.63
C 5.04 -1.46 -0.73
C 6.38 -1.81 -0.64
C 7.29 -0.94 -0.07
C 6.87 0.30 0.39
C 5.54 0.65 0.29
C 4.59 -0.22 -0.25
C 3.18 0.28 -0.23
O 2.93 1.48 -0.20
O 2.24 -0.64 -0.20
H 6.70 -2.77 -1.03
H 8.33 -1.23 0.00
H 7.58 0.99 0.83
H 5.19 1.61 0.65
O -1.51 0.22 2.52
C -0.32 0.21 2.74
O 0.64 0.31 1.83
C 0.24 0.11 4.12
C -0.65 0.06 5.18
C -0.20 -0.04 6.50
C 1.16 -0.08 6.69
O 1.84 -0.17 7.86
C 3.23 -0.15 7.53
O 3.33 -0.09 6.10
C 2.05 -0.03 5.63
C 1.63 0.07 4.33
H -1.71 0.09 4.97
H -0.89 -0.08 7.34
H 3.70 -1.07 7.89
H 3.69 0.74 7.96
H 2.33 0.11 3.51
C 1.04 -1.92 -4.58
C 0.04 -0.77 -4.64
N 0.62 0.54 -4.33
C 1.17 1.32 -5.45
C 2.66 1.11 -5.65
C 0.75 0.95 -3.07
C 1.16 2.36 -2.79
N 0.49 0.14 -2.08
H 0.51 -2.88 -4.65
H 1.61 -1.92 -3.65
H 1.75 -1.87 -5.40
H -0.80 -0.94 -3.96
H -0.40 -0.70 -5.63
H 0.94 2.38 -5.29
H 0.62 1.02 -6.34
H 3.23 1.34 -4.74
H 3.03 1.77 -6.44
H 2.89 0.09 -5.93
H 0.47 3.04 -3.28
H 2.17 2.55 -3.16
H 1.16 2.53 -1.72
H 0.31 -0.83 -2.33
```

Mulliken atomic charge list, values in e, 99 entries: 0.555 -1.337 0.504 -0.766 -0.591 1.129 -0.800 -0.302 -1.238 -1.097 1.411 -1.018 -1.653 -0.069 -0.721 0.969 -0.477 0.651 -1.237 -0.810 0.591 -1.243 -1.455 0.399 0.505 -1.197 -1.064 0.410 0.392 0.399 0.442 0.227 0.019 0.563 0.422 0.451 0.439 0.461 0.685 0.374 0.355 0.398 -0.292 0.340 0.544 0.276 0.201 0.582 0.439 0.276 0.588 0.386 0.340 0.305 0.081 0.451 0.209 -0.171 0.400 -0.679 -0.481 -0.820 -0.553 0.266 0.829 -0.478 -0.355 0.432 0.394 0.414 0.446 -0.667 0.257 0.187 0.277 -0.415 -1.354 0.950 -0.488 -0.285 -0.509 0.575 -0.786 0.449 0.470 0.254 0.256 0.569 -1.181 -0.150 0.419 -0.671 -1.046 1.093 -1.098 0.705 0.463 0.055 0.391

=====

[3]
Below is C41H54BClI2N3O4P2Ti as an isolated structure in a non-equilibrium geometry, with properties calculated with ωB97M-V/def2-TZVPD.

Computed properties:
HOMO level	-3.44	eV
E_tot	-4672.9147	hartree
ΔE to the lowest compared entry with this formula, charge and spin	4.9	kcal/mol
net charge	-1
HOMO-LUMO gap	4.09	eV

```
109
C41H54BClI2N3O4P2Ti, DFT ωB97M-V/def2-TZVPD
Ti 1.61 -0.40 -0.19
C -3.95 1.58 -0.07
C -3.62 2.40 -1.33
C -3.83 3.88 -0.99
C -4.60 1.99 -2.43
P -1.76 2.13 -1.59
C -1.69 0.38 -2.21
N -1.68 -0.64 -1.17
B -0.59 -1.08 -0.30
N -1.20 -2.16 0.46
C -0.64 -3.00 1.50
P 1.15 -3.21 1.15
C 1.21 -4.73 0.04
C 2.57 -4.71 -0.67
C 0.10 -4.59 -1.01
C 1.00 -6.08 0.73
C 1.81 -3.66 2.86
C 1.87 -2.37 3.68
C 3.24 -4.18 2.73
C 0.95 -4.66 3.64
C -2.51 -2.37 0.04
C -3.45 -3.29 0.46
C -4.68 -3.33 -0.20
C -4.94 -2.46 -1.25
C -4.00 -1.52 -1.66
C -2.78 -1.46 -0.99
C -1.23 3.08 -3.14
C 0.02 2.42 -3.73
C -0.83 4.49 -2.67
C -2.26 3.21 -4.27
H -4.90 1.93 0.35
H -3.17 1.70 0.69
H -4.05 0.52 -0.29
H -4.86 4.03 -0.64
H -3.68 4.52 -1.86
H -3.15 4.21 -0.20
H -5.61 1.94 -2.00
H -4.38 1.01 -2.84
H -4.63 2.70 -3.25
H -0.78 0.27 -2.80
H -2.52 0.18 -2.90
H -1.15 -3.96 1.52
H -0.76 -2.55 2.49
H 2.75 -3.76 -1.16
H 2.59 -5.49 -1.44
H 3.40 -4.90 0.02
H 0.12 -3.63 -1.53
H -0.89 -4.73 -0.57
H 0.24 -5.37 -1.76
H 1.81 -6.34 1.41
H 0.97 -6.85 -0.04
H 0.05 -6.12 1.27
H 2.59 -1.67 3.25
H 2.21 -2.61 4.69
H 0.90 -1.87 3.76
H 3.86 -3.50 2.13
H 3.29 -5.17 2.26
H 3.69 -4.26 3.72
H -0.09 -4.34 3.72
H 1.34 -4.73 4.66
H 0.97 -5.66 3.21
H -3.25 -3.98 1.27
H -5.43 -4.05 0.11
H -5.89 -2.51 -1.77
H -4.22 -0.87 -2.49
H 0.74 2.12 -2.96
H 0.52 3.13 -4.40
H -0.21 1.53 -4.32
H -0.04 4.43 -1.93
H -1.67 5.03 -2.23
H -0.46 5.07 -3.52
H -2.65 2.23 -4.58
H -1.79 3.66 -5.14
H -3.10 3.84 -3.98
O 5.05 -0.62 1.68
C 3.89 -0.54 1.33
O 3.27 -1.24 0.45
C 2.98 0.46 2.05
C 3.54 1.44 2.89
C 2.71 2.25 3.58
C 1.31 2.08 3.47
C 0.39 2.87 4.21
C -0.95 2.65 4.09
C -1.43 1.65 3.23
C -0.58 0.88 2.49
C 0.82 1.08 2.60
N 1.68 0.29 1.89
H 4.62 1.49 2.95
H 3.09 3.03 4.23
H 0.78 3.64 4.86
H -1.65 3.25 4.65
H -2.50 1.48 3.15
H -0.94 0.12 1.81
I 1.40 -1.42 -2.65
I 1.68 -2.10 -6.39
Cl 4.61 7.40 -1.10
C 4.00 5.77 -1.06
C 4.59 4.80 -1.86
C 4.10 3.51 -1.81
C 3.03 3.20 -0.98
C 2.45 4.18 -0.19
C 2.94 5.47 -0.22
C 2.53 1.80 -0.93
O 3.24 0.84 -1.26
O 1.35 1.57 -0.45
H 5.41 5.07 -2.51
H 4.54 2.72 -2.41
H 1.60 3.92 0.44
H 2.50 6.25 0.39
```

Mulliken atomic charge list, values in e, 99 entries: -0.986 -2.254 2.514 -2.085 -1.815 0.273 -1.357 0.529 1.534 0.408 -1.583 0.796 2.172 -1.486 -1.716 -2.068 2.032 -2.229 -1.885 -1.885 0.230 -0.551 -1.165 -0.888 -0.624 0.610 2.384 -2.158 -1.777 -1.915 0.639 0.339 0.277 0.517 0.316 0.396 0.441 0.224 0.395 0.095 0.468 0.456 0.424 0.121 0.502 0.281 -0.020 0.296 0.667 0.318 0.525 0.294 0.409 0.740 0.283 0.263 0.299 0.491 0.269 0.552 0.313 0.494 0.391 0.425 0.346 0.183 0.582 0.488 0.208 0.279 0.520 0.264 0.533 0.307 -0.753 0.661 -0.118 0.820 -1.735 -1.060 0.943 -1.005 -0.937 -0.856 0.629 -0.543 1.676 0.672 0.436 0.451 0.403 0.543 0.059 -0.402 -0.870 -0.231 0.424 -0.843 -0.458

=====

Q: ΔE to the lowest compared entry with this formula, charge and spin of number 3 (C41H54BClI2N3O4P2Ti)?
A: 4.9 kcal/mol